Entry 1:
The following is a DFT calculation (ωB97M-V/def2-TZVPD) of a structure of composition C37H28BrN5O4S2Sm.

```
! wB97M-V def2-TZVPD RIJCOSX def2/J DEFGRID3
* xyz -1 6
Sm -0.511 -0.117 0.507
Br 7.143 0.756 2.395
S -0.169 -1.143 3.254
S -3.364 -0.417 0.104
O -0.448 1.758 1.758
O -1.478 1.507 -0.907
O 2.612 4.632 1.457
O 0.122 -0.768 -1.540
N -0.710 -2.821 0.260
N 1.698 -1.612 1.040
N -2.216 0.980 -1.867
N 1.376 1.250 -0.057
N 1.466 2.445 0.651
C -1.125 0.028 4.178
C -3.966 -0.426 -2.596
C 2.420 -0.172 -1.726
C 2.323 1.022 -0.881
C 0.328 -3.561 0.652
C 3.073 -0.037 2.295
C 5.447 -0.003 1.994
C 0.295 6.250 3.726
C -1.776 -3.460 -0.209
C 0.474 2.601 1.512
C 1.502 4.825 2.199
C 2.825 -2.478 -3.237
C -1.212 1.864 5.776
C -2.731 0.878 -4.177
C -1.859 -4.847 -0.281
C 2.987 -1.093 1.401
C 1.318 -1.037 -1.973
C 3.895 -1.600 -3.031
C 1.416 5.996 2.954
C -3.178 0.064 -1.539
C 0.446 3.900 2.238
C -0.504 0.883 5.095
C -0.791 -5.603 0.153
C 4.130 -1.594 0.798
C -2.577 2.023 5.567
C -1.980 1.359 -3.139
C 5.373 -1.050 1.095
C -2.503 0.192 3.995
C 1.570 -2.203 -2.729
C -3.217 1.176 4.670
C 0.332 -4.942 0.627
C -0.670 4.176 3.026
C -3.752 -0.030 -3.894
C 1.568 -2.865 1.087
C -0.762 5.343 3.765
C 3.669 -0.460 -2.283
C 4.309 0.511 2.597
H 2.447 3.810 0.922
H -3.129 2.796 6.088
H 4.043 -2.367 0.042
H -1.452 3.428 3.061
H 4.874 -1.807 -3.441
H 6.265 -1.425 0.612
H 0.732 -2.869 -2.905
H 0.247 7.165 4.306
H 3.142 1.741 -0.927
H -2.603 -2.830 -0.512
H 2.976 -3.384 -3.814
H -2.511 1.206 -5.183
H -0.690 2.523 6.460
H 0.564 0.781 5.251
H -4.279 1.286 4.484
H -0.822 -6.685 0.124
H 4.485 0.229 -2.089
H 2.245 6.692 2.914
H 1.204 -5.484 0.970
H 4.378 1.342 3.286
H -3.011 -0.453 3.289
H -4.739 -1.136 -2.339
H -2.757 -5.308 -0.668
H -1.635 5.536 4.373
H 2.380 -3.502 1.448
H 2.166 0.332 2.759
H -4.368 -0.428 -4.691
H -1.163 2.056 -3.237
*
```

As for the HOMO energy (alpha / beta): -4.39 / -4.40 eV. As for the orbital gap (alpha / beta): 6.21 / 6.21 eV. The value obtained for the energy relative to the best compared isomer or geometry (same formula, charge and spin) is 0.0 kJ/mol. The calculation puts the strongest force on any atom at 0.031 hartree/bohr. Its molar mass is 901.06 g mol⁻¹.

Results of the Mulliken charge analysis, in e, for atoms 1 through 6: -0.0348 -0.2311 -0.4446 -0.4889 -0.3732 -0.4807


Entry 2:
The following is a DFT calculation (ωB97M-V/def2-TZVPD) of a structure of composition C37H28Cl4N5O9S5SbZr.

```
! wB97M-V def2-TZVPD RIJCOSX def2/J DEFGRID3
* xyz -2 1
Sb 4.135 -1.402 -1.145
Zr -0.076 -0.568 0.018
Cl -0.978 -4.976 6.318
Cl -0.130 -3.216 -5.571
Cl 0.690 -0.345 4.134
Cl -2.732 -3.513 1.435
S -2.918 -0.485 -0.911
S 2.733 -3.257 -0.276
S 2.375 0.311 -0.715
S 1.397 -2.415 1.055
S 4.058 -1.919 -3.383
O -1.041 -1.163 1.862
O 1.247 1.878 -2.967
O 0.814 1.370 -5.414
O -4.186 -1.074 -0.583
O -3.584 2.016 5.490
O 0.050 -0.313 -6.623
O -2.378 0.530 -0.003
O -1.809 -1.487 -1.027
O -0.068 0.962 -1.376
N -4.019 1.773 3.291
N -0.116 1.486 1.369
N 0.331 -2.554 -3.053
N 0.654 -1.526 -2.237
N -2.134 2.987 4.062
C -1.042 1.646 2.314
C 1.369 -4.745 -3.063
C -1.763 -3.198 2.833
C 0.772 -0.464 -3.003
C -2.396 1.886 -4.111
C -5.253 1.906 -0.169
C -1.215 2.842 2.991
C -0.260 -1.792 4.017
C 0.662 2.523 1.045
C -2.455 1.445 -2.799
C -0.409 3.917 2.654
C 0.438 0.113 -5.553
C 0.568 -6.453 -1.576
C -0.241 -2.683 5.075
C 0.231 -2.119 -4.322
C -2.918 1.126 -5.152
C -0.992 -3.837 4.991
C 1.444 -6.035 -2.570
C -3.586 -0.550 -3.543
C -4.950 1.465 1.106
C -2.786 1.597 -6.573
C -4.247 2.278 1.986
C 0.919 0.868 -2.302
C -5.173 3.641 -2.001
C -3.856 3.544 1.568
C 0.500 -0.759 -4.353
C -4.860 3.166 -0.608
C -3.040 0.219 -2.524
C -1.010 -2.004 2.847
C 0.548 3.752 1.673
C -3.258 2.232 4.331
C -0.403 -5.593 -1.088
C -0.519 -4.309 -1.604
C -1.760 -4.105 3.872
C -3.528 -0.090 -4.848
C 0.379 -3.906 -2.575
C -4.154 3.966 0.281
H 1.073 1.607 -4.446
H -3.332 4.203 2.243
H -5.764 1.234 -0.847
H -2.351 -5.007 3.804
H -4.707 1.113 3.617
H -1.261 -3.616 -1.237
H 1.200 4.563 1.382
H -0.537 4.866 3.162
H 0.363 -2.472 5.945
H -2.010 2.015 -1.997
H -3.829 4.951 -0.034
H 0.660 -7.450 -1.162
H 2.221 -6.699 -2.925
H -1.899 2.823 -4.332
H -1.737 1.573 -6.874
H -5.208 0.454 1.395
H -5.573 2.829 -2.608
H -1.644 0.776 2.540
H -5.905 4.455 -1.989
H -4.032 -1.509 -3.313
H -1.067 -5.908 -0.294
H -3.158 2.617 -6.686
H -4.276 4.008 -2.500
H 2.089 -4.346 -3.767
H 1.383 2.350 0.258
H -1.710 3.260 4.937
H -3.339 0.949 -7.254
H -3.931 -0.698 -5.650
*
```

As for the HOMO energy: -1.87 eV. As for the orbital gap: 5.68 eV. The value obtained for the energy relative to the best compared isomer or geometry (same formula, charge and spin) is 125.5 kJ/mol. The calculation puts the strongest force on any atom at 0.020 hartree/bohr. Its molar mass is 1201.79 g mol⁻¹.

Results of the Mulliken charge analysis, in e, for atoms 1 through 6: 0.3603 -1.3492 -0.2786 -0.2162 -0.2194 -0.1790


Entry 3:
The following is a DFT calculation (ωB97M-V/def2-TZVPD) of a structure of composition C37H29F15GeN2NiSSi.

```
! wB97M-V def2-TZVPD RIJCOSX def2/J DEFGRID3
* xyz 0 1
Ge 2.501 0.022 1.544
Ni -1.120 -0.430 -0.531
S 1.057 -0.909 0.249
Si -2.438 -2.155 -3.489
F 0.507 -1.068 3.786
F 5.694 4.242 0.426
F 4.562 1.235 3.460
F 4.609 1.600 6.143
F 7.295 -3.520 0.158
F 6.132 -1.914 -1.727
F 1.469 5.099 2.373
F 2.589 0.605 7.682
F 0.968 2.391 2.353
F 5.145 1.589 0.436
F 6.263 -3.602 2.689
F 3.842 6.019 1.358
F 4.143 -2.021 3.325
F 0.585 -0.842 6.518
F 4.029 -0.305 -1.008
N -0.630 0.950 -1.936
N -1.743 -0.925 -2.467
C -4.868 1.253 -0.277
C 5.682 -1.910 -0.472
C 2.366 4.246 1.869
C -4.517 1.520 -1.744
C -3.350 -3.450 -2.434
C -0.866 0.527 -4.282
C -1.380 -2.844 1.971
C 0.117 2.013 -2.186
C 4.616 -1.103 -0.108
C 0.381 2.414 -3.491
C 2.569 0.426 6.362
C -0.135 1.664 -4.541
C 5.746 -2.776 1.775
C 3.591 0.948 5.576
C 0.712 2.734 -1.024
C -1.173 -3.104 -4.567
C -1.921 -0.415 1.482
C 4.114 -1.086 1.179
C -2.769 0.556 0.925
C 3.541 0.772 4.200
C -6.346 0.886 -0.126
C -1.101 0.155 -2.942
C 4.515 3.808 0.873
C -4.231 -1.165 0.127
C -3.700 -1.319 -4.674
C -3.368 -2.129 0.619
C 3.015 1.967 1.335
C -2.203 -1.786 1.303
C 6.262 -2.745 0.483
C 2.491 0.129 3.568
C 1.534 -0.284 5.761
C 4.670 -1.956 2.091
C 4.221 2.449 0.868
C 3.577 4.712 1.362
C -3.945 0.189 0.261
C 2.120 2.883 1.848
C 1.510 -0.407 4.376
H -5.147 -1.481 -0.344
H -4.487 -2.009 -4.961
H 0.058 1.967 -5.558
H -0.489 -3.674 -3.948
H -2.704 -3.864 -1.667
H -3.626 -3.172 0.508
H -3.464 1.779 -1.834
H -4.685 2.172 0.290
H -6.544 0.499 0.871
H -3.686 -4.264 -3.070
H -4.163 -0.458 -4.206
H -6.647 0.138 -0.856
H -3.223 -0.970 -5.584
H -1.677 -3.802 -5.230
H -4.699 0.627 -2.337
H 0.988 3.285 -3.665
H -5.122 2.335 -2.135
H -0.571 -2.439 -5.178
H -1.636 -2.884 3.028
H 1.761 2.444 -0.947
H -0.319 -2.626 1.893
H 0.666 3.812 -1.153
H -2.595 1.607 1.130
H -4.226 -3.035 -1.951
H -6.964 1.767 -0.283
H 0.197 2.439 -0.110
H -1.230 -0.091 -5.082
H -1.129 -0.116 2.159
H -1.575 -3.819 1.532
*
```

As for the HOMO energy (alpha / beta): -7.94 / -7.94 eV. As for the orbital gap (alpha / beta): 6.10 / 6.09 eV. The value obtained for the energy relative to the best compared isomer or geometry (same formula, charge and spin) is 62.7 kJ/mol. The calculation puts the strongest force on any atom at 0.043 hartree/bohr. Its molar mass is 978.08 g mol⁻¹.

Results of the Mulliken charge analysis, in e, for atoms 1 through 6: 0.9896 0.0496 -0.5915 -0.2363 -0.0806 -0.3213


> Among the records above, which one has the lowest strongest force on any atom?

C37H28Cl4N5O9S5SbZr


> strongest force on any atom of number 1 (C37H28BrN5O4S2Sm)?

0.031 hartree/bohr


> The highest strongest force on any atom belongs to which entry?

C37H29F15GeN2NiSSi